DFT (ωB97M-V with the def2-TZVPD basis set) results for a 10-piece molecular cluster, C49H48F7NO2 overall in a non-equilibrium geometry.

```
! wB97M-V def2-TZVPD RIJCOSX def2/J DEFGRID3
* xyz 0 1
N -2.02559 -1.11821 -1.62168
C -1.11822 -0.18982 -1.89224
C -0.40761 0.49018 -0.90821
C -0.62764 0.11493 0.40736
C -1.48983 -0.92708 0.69450
C -2.18319 -1.51277 -0.35474
H -0.97396 0.07163 -2.93268
H 0.36319 1.19556 -1.19645
H -0.07606 0.67757 1.15413
H -1.62137 -1.27655 1.71050
H -2.97412 -2.23441 -0.18393
C 2.33633 3.75811 -2.87495
O 1.06854 3.28538 -2.45706
H 2.97683 2.91936 -3.17634
H 2.23344 4.40647 -3.75047
H 2.81784 4.29436 -2.06148
H 0.54372 3.11861 -3.25096
C -0.90298 1.61850 -5.33511
O -0.23655 2.82496 -4.99355
H -1.18177 1.60496 -6.39484
H -0.19582 0.79944 -5.21865
H -1.79765 1.45334 -4.73236
H -0.75678 3.57977 -5.28241
F 2.41404 1.52101 0.94652
C 2.67390 2.78644 1.35586
C 1.79371 3.78624 1.02998
C 2.10639 5.08838 1.39767
C 3.26247 5.36310 2.12230
C 4.09021 4.31832 2.49771
C 3.79430 3.01669 2.12926
H 0.85714 3.54755 0.54173
H 1.42863 5.89100 1.13517
H 3.45053 6.37122 2.46511
H 4.88319 4.50377 3.21162
H 4.38510 2.19182 2.50500
F -2.37592 0.88575 4.68506
C -2.38674 2.14238 4.19562
C -2.77424 3.18483 5.01275
C -2.80712 4.47826 4.51026
C -2.46581 4.72103 3.18396
C -2.06483 3.66416 2.39309
C -2.05466 2.36836 2.87699
H -3.00009 3.03151 6.06169
H -3.20203 5.29179 5.10365
H -2.47302 5.74290 2.82878
H -1.66269 3.86632 1.40767
H -1.72160 1.55541 2.25171
F 0.97453 -1.13036 -3.63090
C 2.22462 -0.63493 -3.48003
C 2.70421 -0.31783 -2.21706
C 3.99043 0.19676 -2.11884
C 4.79036 0.31785 -3.24008
C 4.30777 -0.06693 -4.49051
C 3.04014 -0.59561 -4.59496
H 2.03945 -0.48568 -1.38432
H 4.28296 0.53753 -1.13231
H 5.77669 0.76561 -3.24135
H 4.94321 -0.00945 -5.36235
H 2.65961 -0.96675 -5.54021
F 0.02945 -3.45176 2.55409
C -0.58714 -3.67811 3.73873
C -1.05599 -2.60630 4.47221
C -1.64941 -2.85740 5.70688
C -1.76244 -4.14520 6.19347
C -1.28641 -5.20287 5.42922
C -0.68181 -4.97432 4.19277
H -1.09521 -1.60291 4.06960
H -2.10584 -2.02022 6.22047
H -2.20816 -4.35080 7.15753
H -1.39713 -6.22839 5.75684
H -0.33787 -5.83548 3.63791
F 4.82138 -4.18053 1.96523
C 3.78029 -3.80887 1.19448
C 3.40293 -4.63397 0.15133
C 2.32152 -4.28490 -0.63459
C 1.61082 -3.12464 -0.35496
C 2.00672 -2.29754 0.67986
C 3.12141 -2.63264 1.43940
H 3.98085 -5.53288 -0.03091
H 2.14569 -4.81856 -1.55981
H 0.79498 -2.92127 -1.03839
H 1.44730 -1.41303 0.94693
H 3.37483 -1.99964 2.28185
F -2.82022 5.34639 -0.90542
C -3.56951 4.27089 -0.55560
C -4.54902 4.43627 0.41124
C -5.28428 3.32458 0.79082
C -5.00567 2.07811 0.24486
C -3.98821 1.93671 -0.68454
C -3.30523 3.05683 -1.12635
H -4.78118 5.43107 0.76692
H -6.05067 3.42678 1.54883
H -5.55622 1.20617 0.57616
H -3.76018 0.96301 -1.09755
H -2.48722 2.91371 -1.82307
F -0.82393 -4.39527 -5.21545
C -0.77724 -4.93887 -3.98281
C -0.50778 -6.28573 -3.84336
C -0.41192 -6.81502 -2.56270
C -0.68488 -6.01554 -1.45710
C -1.08658 -4.69895 -1.62772
C -1.07275 -4.14889 -2.89722
H -0.32492 -6.88585 -4.72639
H -0.17483 -7.86463 -2.45378
H -0.54885 -6.45202 -0.47438
H -1.39102 -4.05742 -0.81391
H -1.36407 -3.11284 -3.02629
*
```

Results
energy relative to the best compared isomer or geometry (same formula, charge and spin)	0.000	eV
SMILES string	Fc1ccccc1.Fc1ccccc1.Fc1ccccc1.Fc1ccccc1.Fc1ccccc1.Fc1ccccc1.Fc1ccccc1.c1ccncc1.CO.CO
total energy	-76197.9093	eV
orbital gap	9.4	eV
largest force on an atom	1.11	eV Å⁻¹
LUMO level	0.60	eV
HOMO level	-8.831	eV